The following is a DFT calculation (wB97M-V/def2-TZVPD) of C37H43N7O3PRbS3 as an isolated structure.

Computed properties:
ΔE to the lowest compared entry with this formula, charge and spin, kcal per mole: 0.00
Molecular weight, g/mol: 846.4
Largest force on an atom, Eh/bohr: 0.0355
Total charge: -2

CARTESIAN COORDINATES (ANGSTROEM)
Rb1 -0.128760 -0.209187 0.229200
C1 0.183101 3.219564 0.369682
C2 1.285784 2.562799 1.195682
N1 2.091175 1.824340 0.525187
N2 3.074452 1.235191 1.314691
C3 3.982721 0.538203 0.712923
S1 4.281977 0.187759 -0.951022
S2 5.217260 -0.131461 1.798118
C4 4.665200 0.407666 3.415271
C5 5.085091 1.844103 3.795283
C6 5.130417 2.214505 5.137623
C7 5.305592 3.558837 5.475226
C8 5.487411 4.531827 4.490321
C9 5.427643 4.149850 3.147683
C10 5.257586 2.813559 2.814654
C11 1.303288 2.714843 2.687326
C12 1.441712 3.962632 3.288414
C13 1.436143 4.109996 4.679492
C14 1.274137 2.965891 5.455144
C15 1.163211 1.705896 4.887011
C16 1.118137 1.520432 3.458567
O1 0.871019 0.392500 2.909133
H1 0.433071 3.111926 -0.694242
H2 -0.790563 2.788348 0.574284
H3 0.121498 4.288578 0.578374
H4 3.565736 0.344572 3.459248
H5 5.120925 -0.283215 4.141596
H6 5.008915 1.480667 5.889119
H7 5.257238 3.836146 6.525471
H8 5.629878 5.590820 4.753052
H9 5.507311 4.903372 2.369713
H10 5.190664 2.515159 1.775521
H11 1.480590 4.838616 2.660639
H12 1.552103 5.088557 5.182307
H13 1.269081 3.031688 6.531752
H14 1.053689 0.822083 5.480281
N3 -8.143801 2.807214 -4.241094
C17 -7.031905 2.412637 -3.430239
C18 -5.804398 2.075955 -3.995156
C19 -4.730414 1.710900 -3.209766
C20 -4.871712 1.623160 -1.826247
C21 -6.068646 1.975187 -1.247513
C22 -7.123896 2.417669 -2.046566
S3 -3.498729 1.074293 -0.817910
O2 -2.326386 1.701703 -1.388392
O3 -3.860869 1.436551 0.529014
N4 -3.290921 -0.478556 -1.061332
C23 -4.159745 -1.494395 -0.796030
N5 -5.441029 -1.264208 -0.420716
C24 -6.228173 -2.288102 -0.279243
C25 -5.829611 -3.613954 -0.479905
C26 -4.470804 -3.770268 -0.836822
N6 -3.643605 -2.746271 -0.946965
H15 -8.076781 2.425758 -5.179881
H16 -9.021136 2.579081 -3.778936
H17 -5.685654 2.157311 -5.067675
H18 -3.774925 1.507043 -3.656621
H19 -6.104422 1.928534 -0.192971
H20 -8.087053 2.658983 -1.598855
H21 -7.258841 -2.117493 -0.028956
H22 -6.455091 -4.486699 -0.368748
H23 -4.083801 -4.765016 -0.969945
C27 0.792394 -0.474343 -5.402714
C28 -0.416866 -0.923640 -4.874132
C29 -0.699006 -0.633189 -3.549778
N7 0.172863 -0.054211 -2.716496
C30 1.345850 0.362462 -3.217965
C31 1.673116 0.234408 -4.563539
H24 1.105712 -0.644464 -6.427994
H25 -1.131842 -1.423170 -5.498064
H26 -1.646078 -0.923803 -3.101318
H27 2.038414 0.775014 -2.501368
H28 2.631875 0.583484 -4.904739
C32 2.465452 -2.710656 1.420647
C33 1.586307 -3.821998 0.762902
P1 0.870856 -3.131953 -0.795594
C34 -0.233512 -4.486536 -1.418676
C35 -0.031761 -5.947042 -1.016732
C36 2.322109 -3.141218 -1.950310
C37 3.011742 -4.470761 -2.212138
H29 2.982045 -3.149996 2.261496
H30 1.880432 -1.885082 1.832999
H31 3.202693 -2.264229 0.735767
H32 0.725081 -4.100517 1.387181
H33 2.137231 -4.768030 0.597824
H34 -0.249312 -4.357933 -2.493898
H35 -1.242305 -4.191193 -1.093959
H36 0.900302 -6.362078 -1.376490
H37 -0.860283 -6.518119 -1.404741
H38 -0.007672 -6.013388 0.079036
H39 3.000618 -2.340505 -1.627911
H40 1.842851 -2.748306 -2.868730
H41 3.434748 -4.874930 -1.291622
H42 3.810714 -4.318088 -2.925240
H43 2.303194 -5.220060 -2.568964

Cartesian forces, eV/Å:
Rb -0.2 0.5 0.3
C 0.9 0.1 0.0
C -0.4 0.2 0.0
N 0.3 -0.1 0.0
N 0.4 -0.2 -0.1
C -0.7 0.5 -0.3
S -0.1 -0.2 0.0
S 0.2 -0.4 -0.1
C 0.4 0.8 0.6
C -0.5 -0.7 -0.1
C 0.2 1.2 -1.1
C 0.1 0.0 0.0
C -0.2 0.0 0.0
C 0.3 0.0 0.4
C -0.2 0.2 -0.1
C 0.1 0.3 -0.4
C -0.4 -0.4 0.3
C 0.0 0.5 0.2
C 0.3 -0.6 -0.3
C -0.1 0.6 -0.9
C -0.3 -0.2 0.3
O 0.0 0.1 0.2
H -0.2 -0.1 0.2
H -0.2 -0.1 0.1
H -0.1 0.1 0.2
H 0.3 0.0 0.0
H -0.2 0.1 -0.2
H -0.3 -0.6 0.7
H 0.2 0.1 -0.1
H -0.1 -0.6 0.0
H 0.0 -0.1 0.0
H 0.0 0.1 0.1
H 0.2 0.2 -0.2
H -0.1 -0.6 -0.5
H 0.0 0.1 0.3
H -0.1 -0.4 0.4
N 0.5 -0.2 0.5
C -0.1 0.2 -0.1
C -0.1 0.2 -0.3
C -0.1 -0.1 0.4
C 0.4 -0.1 -0.5
C -0.1 0.3 -1.0
C -0.5 -0.5 0.4
S -0.3 -0.3 -0.5
O -0.1 0.1 0.1
O 0.0 -0.1 0.4
N -0.2 -0.9 0.1
C 0.6 0.8 0.1
N 0.4 1.0 -0.2
C -0.2 -1.8 -0.2
C 1.2 0.2 -0.4
C -1.2 1.0 0.8
N 0.0 -0.2 -0.4
H -0.2 0.0 0.3
H 0.2 0.0 -0.4
H 0.0 -0.1 -0.1
H 0.3 -0.1 -0.1
H -0.4 0.0 1.0
H 0.2 0.1 0.1
H -0.4 0.4 0.3
H -0.3 0.2 0.0
H 0.4 -0.3 -0.1
C 0.7 0.6 0.7
C 0.6 0.6 -0.3
C 0.1 -0.2 0.5
N 0.2 0.0 -0.6
C -0.6 -0.2 0.0
C -0.7 -0.9 -0.1
H -0.3 -0.1 0.0
H -0.3 -0.3 -0.1
H 0.0 0.0 0.0
H 0.2 0.2 0.2
H 0.2 0.1 -0.2
C -0.4 -0.5 -0.2
C 0.1 0.3 -0.1
P 0.4 -0.3 0.1
C -0.3 0.2 0.3
C 0.3 0.7 0.5
C -0.9 0.2 -0.2
C -0.2 0.2 0.4
H 0.4 0.0 0.3
H -0.1 0.0 -0.1
H -0.2 -0.3 0.1
H 0.2 0.2 0.1
H 0.0 0.5 0.0
H 0.0 -0.1 -0.5
H 0.2 0.1 -0.1
H 0.2 -0.2 -0.2
H -0.3 -0.5 0.0
H -0.1 -0.2 -0.2
H 0.0 -0.2 0.0
H 0.4 -0.2 0.1
H 0.2 0.0 0.0
H 0.3 -0.2 -0.3
H 0.1 0.1 -0.3

***

The following is a DFT calculation (wB97M-V/def2-TZVPD) of one molecule with the formula C7H4N2O3.

Computed properties:
ΔE to the lowest compared entry with this formula, charge and spin, kcal per mole: 52.82
Molecular weight, g/mol: 164.1
Largest force on an atom, Eh/bohr: 0.1005
SMILES string: O=[N+]([O-])c1ccc2oncc2c1

CARTESIAN COORDINATES (ANGSTROEM)
C1 0.142331 1.141505 0.605262
C2 0.665663 0.232298 1.551988
C3 0.569320 -1.140492 1.260824
C4 0.143955 -1.499920 -0.105663
C5 -0.658463 -1.398795 -2.110224
C6 -0.301621 -0.540356 -0.953411
C7 -0.292472 0.781472 -0.640774
H1 0.975742 0.488075 2.492455
H2 0.871001 -2.044150 1.679179
H3 -1.325812 -0.971929 -3.123472
H4 -0.818575 1.592539 -1.509326
N1 0.163332 2.570242 0.999348
N2 -0.446739 -2.660340 -1.858523
O1 0.707189 2.859960 1.999346
O2 -0.481786 3.347770 0.271249
O3 0.086935 -2.757880 -0.558258

Cartesian forces, eV/Å:
C 0.8 0.4 0.3
C -1.6 -3.1 -2.3
C -0.6 1.0 -4.3
C 1.1 1.0 4.5
C -2.3 1.6 -1.8
C -0.3 -2.6 -2.5
C -2.3 3.7 -2.7
H 0.8 1.1 2.0
H 0.8 -0.7 2.2
H 2.5 -1.8 3.1
H 2.0 -2.4 3.2
N -2.6 0.0 -3.0
N -0.4 0.8 -0.8
O 1.4 0.8 2.1
O 1.0 -0.8 0.9
O -0.2 1.0 -0.7

***

The following is a DFT calculation (wB97M-V/def2-TZVPD) of one molecule with the formula C2H5NO2S.

Computed properties:
ΔE to the lowest compared entry with this formula, charge and spin, kcal per mole: 97.51
Molecular weight, g/mol: 107.1
Largest force on an atom, Eh/bohr: 0.1487
SMILES string: O=[N+]([O-])CCS

CARTESIAN COORDINATES (ANGSTROEM)
C1 0.335864 -0.102366 0.562960
C2 -0.782040 0.363866 -0.670225
N1 1.753926 -0.060942 0.159305
O1 2.248405 -1.110825 -0.135895
O2 2.314535 0.986131 0.220423
S1 -2.388952 0.184904 0.203819
H1 0.047153 -1.012627 0.797313
H2 0.073189 0.714173 1.275439
H3 -0.707577 1.415475 -1.107502
H4 -0.745889 -0.301714 -1.438032
H5 -2.148616 -1.076076 0.132395

Cartesian forces, eV/Å:
C -1.8 6.7 -3.1
C 1.2 2.4 3.3
N -1.4 -0.4 0.9
O 0.6 -1.3 -0.7
O 0.9 1.8 -0.2
S 0.4 1.3 -0.6
H -1.0 -4.3 1.4
H 0.9 -1.1 -0.1
H 0.4 -1.4 1.1
H 0.1 -1.9 -2.2
H -0.5 -1.8 0.3